C24H29Br2N3OS | ωB97M-V/def2-TZVPD

CARTESIAN COORDINATES (ANGSTROEM)
C1 -6.197 2.216 -1.492
C2 -5.767 0.760 -1.038
O1 -6.598 0.001 -0.594
N1 -4.359 0.467 -1.165
C3 -3.981 0.070 -2.544
C4 -3.877 -0.478 -0.138
C5 -2.390 -0.021 0.229
C6 -1.848 -0.722 1.525
C7 -0.380 -0.212 1.960
C8 0.188 0.779 0.902
C9 0.031 2.206 1.171
C10 0.487 3.251 0.239
C11 1.159 2.836 -0.985
C12 1.302 1.407 -1.234
C13 0.849 0.351 -0.350
N2 0.941 -1.073 -0.588
C14 2.112 -1.477 -1.335
C15 2.779 -0.717 -2.378
C16 3.941 -1.176 -3.134
C17 4.462 -2.507 -2.843
C18 3.833 -3.295 -1.795
C19 2.667 -2.812 -1.037
C20 2.093 -3.772 0.044
Br1 1.771 -5.535 -0.799
C21 3.135 -3.963 1.228
C22 3.830 -2.623 1.666
Br2 2.207 -4.844 2.750
S1 2.120 0.933 -2.803
H1 -6.148 2.241 -2.615
H2 -7.205 2.461 -1.090
H3 -5.431 2.899 -1.028
H4 -3.229 0.826 -2.916
H5 -4.846 0.061 -3.256
H6 -3.505 -0.942 -2.586
H7 -3.891 -1.550 -0.486
H8 -4.449 -0.403 0.830
H9 -2.450 1.099 0.318
H10 -1.770 -0.304 -0.669
H11 -2.596 -0.532 2.343
H12 -1.738 -1.828 1.335
H13 0.257 -1.127 2.102
H14 -0.424 0.331 2.935
H15 -0.492 2.514 2.106
H16 0.339 4.334 0.432
H17 1.509 3.609 -1.703
H18 1.057 -1.489 0.338
H19 4.373 -0.508 -3.911
H20 5.324 -2.899 -3.420
H21 4.245 -4.317 -1.603
H22 1.111 -3.428 0.472
H23 3.942 -4.622 0.806
H24 3.103 -1.773 1.636
H25 4.720 -2.389 1.020
H26 4.225 -2.752 2.711
C23 1.959 5.259 3.148
C24 0.829 4.717 3.925
N3 -0.055 4.279 4.514
H27 2.079 4.682 2.231
H28 1.766 6.301 2.896
H29 2.881 5.200 3.726

Force components x, y, z for each atom (eV/Å):
C 1.139 -0.848 0.395
C -0.842 0.946 -0.496
O 0.804 0.201 0.150
N -1.380 -0.983 0.400
C 0.736 0.927 -0.738
C 1.331 0.080 1.122
C -0.844 -0.764 -0.633
C 0.349 0.186 -0.408
C -0.531 0.220 -0.752
C 0.929 1.499 -0.667
C 0.706 -0.127 -1.648
C 0.411 -2.521 -0.598
C -1.219 -1.313 2.009
C 0.078 -0.197 0.232
C -1.058 2.589 1.566
N 1.820 1.472 -0.412
C 1.930 -2.263 -0.745
C 0.152 -0.253 0.264
C -1.214 -1.535 1.842
C -1.693 1.101 1.011
C -0.545 1.607 -0.564
C 1.214 0.564 -1.571
C 0.469 0.834 0.380
Br -0.220 0.447 0.382
C 0.528 0.468 -1.267
C -0.033 -0.335 0.456
Br 0.535 0.370 -0.689
S -0.239 -0.704 0.984
H -0.099 0.307 1.082
H 0.728 -0.384 -0.543
H -0.787 -0.453 -0.799
H -0.688 -0.934 0.081
H 0.610 0.042 0.703
H -0.443 0.770 0.258
H -0.092 0.931 0.341
H 0.096 -0.007 -1.264
H 0.313 -1.131 0.007
H -0.285 0.552 0.963
H 0.831 -0.388 -0.602
H -0.513 1.052 0.254
H -0.345 0.941 -0.046
H 0.056 -0.507 -0.758
H 0.539 -0.310 -0.820
H 0.020 -1.015 -0.015
H -0.177 -0.937 0.520
H -0.481 0.031 -0.400
H -0.358 -0.675 0.750
H -0.738 0.268 0.576
H -0.579 1.076 -0.098
H 0.944 -0.466 -0.600
H -0.936 0.212 0.878
H 0.663 -0.574 0.145
H -1.090 -0.249 0.387
H -0.514 0.230 -0.975
C -0.291 -0.115 0.195
C 0.303 0.068 -0.220
N 0.111 0.062 -0.094
H -0.023 0.005 0.050
H -0.002 -0.053 0.014
H -0.084 -0.017 0.022

Its total energy is -6717.5618 Ha. The calculation puts the energy relative to the best compared isomer or geometry (same formula, charge and spin) at 280.5 kJ/mol. The SMILES is CC(=O)N(C)CCCCc1cccc2c1Nc1c(cccc1[C@@H](Br)[C@@H](C)Br)S2.CC#N. As for the HOMO energy: -7.88 eV. Its net charge is 0.

***

C6H12N2 | ωB97M-V/def2-TZVPD

CARTESIAN COORDINATES (ANGSTROEM)
C1 -0.831 1.239 2.059
C2 -0.736 2.360 1.058
C3 -0.976 1.623 -0.292
C4 1.479 -0.493 -0.454
C5 0.670 -1.680 -0.420
C6 0.606 -2.392 -1.839
H1 -0.579 1.478 3.151
H2 -1.786 0.668 1.915
H3 -0.040 0.377 1.513
H4 -1.374 3.212 1.070
H5 0.189 2.684 1.018
H6 -1.927 1.522 -0.727
H7 2.622 -0.473 -0.225
H8 0.951 -2.446 0.333
H9 -0.372 -1.431 -0.003
H10 1.546 -3.100 -2.116
H11 0.235 -1.682 -2.668
H12 -0.337 -2.957 -1.607
N1 -0.285 0.816 -1.060
N2 0.944 0.674 -0.703

Force components x, y, z for each atom (eV/Å):
C 1.322 -3.177 -0.463
C -3.066 -3.028 -2.337
C 0.046 -0.974 -1.249
C 1.352 3.365 0.428
C -1.447 -2.094 0.352
C -1.071 -0.517 0.225
H -0.374 -0.480 -1.685
H 0.562 0.777 0.740
H -1.866 2.429 2.447
H -0.912 0.395 0.539
H 4.867 1.799 -0.018
H -1.885 1.017 0.158
H -2.210 -0.116 -0.510
H 0.561 0.453 -0.507
H 1.210 -0.113 -1.233
H -2.417 1.948 0.666
H 1.255 -0.954 1.214
H 1.109 -0.521 -0.962
N -2.316 1.418 1.573
N 5.279 -1.626 0.622

Its total energy is -345.1738 Ha. The calculation puts the energy relative to the best compared isomer or geometry (same formula, charge and spin) at 404.6 kJ/mol. The SMILES is CC/C=N\N=C/CC. As for the HOMO energy: -8.65 eV. Its net charge is 0.

***

C18H18CoNO4 | ωB97M-V/def2-TZVPD

CARTESIAN COORDINATES (ANGSTROEM)
C1 0.752 -1.801 3.151
C2 -0.711 -1.897 3.116
C3 -1.088 -2.139 1.702
H1 -1.429 -1.430 3.744
C4 0.146 -2.366 0.965
C5 1.272 -2.010 1.783
H2 2.326 -2.092 1.546
H3 1.444 -1.375 3.845
H4 -2.108 -2.257 1.370
H5 0.201 -2.771 -0.016
C6 -1.161 2.146 1.519
C7 -1.174 1.820 2.930
C8 0.273 1.669 3.299
H6 -1.925 1.260 3.428
C9 1.115 2.014 2.092
C10 0.210 2.395 1.089
H7 0.474 2.796 0.126
H8 -2.073 2.269 0.949
H9 0.817 1.555 4.231
H10 2.206 2.097 2.145
Co1 -0.017 -0.015 1.241
O1 -0.777 0.091 -0.320
C11 -1.110 -0.756 -1.367
C12 0.028 -0.966 -2.300
H11 -1.451 -1.750 -1.016
H12 -1.950 -0.304 -1.921
H13 0.776 -1.689 -1.988
H14 0.962 -2.035 -4.540
C13 0.745 -0.966 -4.640
C14 0.228 -0.272 -3.496
C15 -0.066 1.127 -3.662
H15 -0.435 1.688 -2.798
C16 0.141 1.756 -4.882
H16 -0.087 2.820 -4.978
C17 0.628 1.043 -5.989
H17 0.778 1.549 -6.944
C18 0.923 -0.323 -5.856
H18 1.301 -0.884 -6.713
O2 -1.193 0.309 5.334
N1 -0.093 -0.122 5.045
O3 0.962 -0.318 5.518
O4 0.139 0.135 3.257

Force components x, y, z for each atom (eV/Å):
C -0.344 -1.888 -2.716
C 1.454 -1.267 -3.424
C 2.315 -0.447 2.272
H -0.331 -0.441 0.782
C -0.385 1.169 1.641
C -2.056 -0.545 1.527
H -0.226 -0.060 -0.099
H -0.094 -0.811 0.521
H 0.114 -0.046 -0.183
H 0.054 0.012 -0.658
C -0.614 0.114 4.058
C 1.527 1.937 -4.242
C 0.666 -1.855 -0.338
H -0.705 0.318 0.434
C -1.840 0.891 -0.288
C 1.204 -0.730 1.258
H 0.051 -0.144 -0.195
H 0.373 -0.284 -0.210
H -0.302 2.366 0.304
H -0.615 0.028 -0.287
Co 0.460 -1.621 0.901
O -0.756 1.060 -1.888
C -0.373 0.046 -0.231
C 0.041 -0.681 1.033
H 0.004 0.266 -0.041
H 0.079 -0.135 0.056
H -0.086 -0.225 -0.235
H -0.043 0.413 -0.051
C -0.064 0.354 0.521
C 0.391 1.076 -2.041
C -0.104 -0.874 0.129
H 0.098 -0.214 -0.310
C 0.034 -0.152 -0.152
H 0.099 -0.311 0.008
C -0.055 -0.162 0.314
H -0.043 -0.146 0.263
C 0.009 0.291 0.023
H -0.131 0.175 0.247
O 2.813 -1.531 0.629
N -1.925 1.698 -1.144
O -1.225 0.110 0.957
O 0.531 2.246 0.856

Its total energy is -2434.6677 Ha. As for the HOMO energy (alpha / beta): -6.93 / -7.13 eV. The spin multiplicity is 5. Its net charge is 0.

***

H14O7Xe | ωB97M-V/def2-TZVPD

CARTESIAN COORDINATES (ANGSTROEM)
Xe1 7.221 14.832 -3.340
O1 10.539 12.444 -2.901
H1 10.377 11.505 -2.991
H2 9.750 12.858 -3.251
O2 9.573 15.852 -5.716
H3 10.262 16.338 -6.169
H4 8.778 16.362 -5.872
O3 10.616 16.815 -3.375
H5 10.100 16.388 -4.059
H6 10.352 16.376 -2.566
O4 6.710 16.810 -6.856
H7 6.379 15.988 -7.218
H8 6.145 16.985 -6.103
O5 5.919 11.319 -4.040
H9 6.186 11.672 -3.191
H10 6.593 11.622 -4.648
O6 6.472 11.761 -1.129
H11 6.458 10.835 -0.888
H12 7.004 12.177 -0.451
O7 7.263 13.468 0.904
H13 6.668 14.122 0.538
H14 8.132 13.863 0.828

Force components x, y, z for each atom (eV/Å):
Xe -0.043 -0.009 0.054
O 0.182 0.112 0.156
H -0.013 -0.261 -0.005
H -0.189 0.161 -0.137
O 0.047 -0.316 0.138
H 0.295 0.091 -0.194
H -0.577 0.191 -0.316
O 0.276 0.413 0.571
H -0.205 -0.317 -0.577
H 0.083 -0.048 0.236
O 0.378 0.127 0.073
H -0.055 -0.259 -0.164
H -0.208 0.122 0.209
O -0.177 -0.149 -0.355
H 0.069 0.120 0.658
H 0.116 0.012 -0.205
O -0.219 -0.256 -0.679
H -0.103 -0.279 -0.027
H 0.210 0.444 0.510
O 0.097 -0.223 0.055
H -0.304 0.207 -0.070
H 0.339 0.117 0.069

Its total energy is -864.4229 Ha. The calculation puts the energy relative to the best compared isomer or geometry (same formula, charge and spin) at 41.5 kJ/mol. As for the HOMO energy: -10.93 eV. Its net charge is 0.

***

C2H4NP | ωB97M-V/def2-TZVPD

CARTESIAN COORDINATES (ANGSTROEM)
C1 -0.119 -0.250 0.098
C2 1.100 -0.850 0.321
N1 -0.561 0.635 -0.797
P1 -1.971 0.607 0.291
H1 1.409 -1.348 1.267
H2 1.892 -0.778 -0.292
H3 -0.524 0.449 -1.786
H4 -1.227 1.535 0.897

Force components x, y, z for each atom (eV/Å):
C 1.342 -0.409 0.967
C -4.485 0.010 3.464
N 0.012 0.227 -1.962
P 2.173 -2.513 -0.593
H -1.014 0.215 -0.710
H 2.309 0.647 -2.724
H -0.268 -0.037 -0.176
H -0.068 1.859 1.734

Its total energy is -474.5852 Ha. The calculation puts the energy relative to the best compared isomer or geometry (same formula, charge and spin) at 232.3 kJ/mol. The SMILES is C=C1NP1. As for the HOMO energy: -8.28 eV. Its net charge is 0.

***

C33H33As2IrNO8S4 | ωB97M-V/def2-TZVPD

CARTESIAN COORDINATES (ANGSTROEM)
Ir1 0.176 -0.144 1.557
S1 0.049 -2.420 0.992
C1 1.321 -3.010 2.069
C2 1.363 -4.374 2.365
C3 2.342 -4.897 3.189
C4 3.323 -4.078 3.740
C5 3.318 -2.729 3.447
C6 2.314 -2.206 2.639
S2 2.378 -0.504 2.133
C7 2.297 0.557 3.623
C8 1.482 1.800 3.337
C9 1.727 2.995 3.982
C10 0.816 4.035 3.833
C11 -0.332 3.839 3.091
C12 -0.519 2.622 2.450
C13 -1.799 2.328 1.714
S3 -1.968 0.604 1.090
C14 -2.982 -0.139 2.342
C15 -4.364 -0.090 2.178
C16 -5.184 -0.623 3.154
C17 -4.608 -1.207 4.279
C18 -3.234 -1.267 4.427
C19 -2.387 -0.733 3.452
S4 -0.651 -0.838 3.679
N1 0.414 1.672 2.524
H1 0.594 -5.018 1.957
H2 2.340 -5.956 3.409
H3 4.087 -4.492 4.384
H4 4.091 -2.080 3.840
H5 3.304 0.815 3.947
H6 1.795 -0.011 4.409
H7 2.597 3.101 4.613
H8 0.988 4.981 4.329
H9 -1.084 4.611 3.006
H10 -1.913 2.992 0.861
H11 -2.641 2.478 2.391
H12 -4.783 0.361 1.287
H13 -6.258 -0.595 3.037
H14 -5.241 -1.635 5.045
H15 -2.800 -1.741 5.297
C20 0.874 5.141 -2.030
O1 0.598 3.763 -2.339
C21 0.264 3.006 -1.304
O2 0.336 3.354 -0.148
C22 -0.069 1.606 -1.723
C23 -1.043 1.332 -2.586
As1 -1.434 -0.405 -3.417
C24 -0.898 0.098 -5.240
C25 0.234 -1.347 -2.963
C26 0.981 -1.239 -1.865
As2 0.986 0.333 -0.718
C27 2.729 1.153 -0.947
C28 2.043 -2.190 -1.372
O3 3.011 -1.721 -0.816
O4 1.973 -3.503 -1.548
C29 0.757 -4.237 -1.747
C30 0.446 -2.424 -3.984
O5 -0.464 -3.005 -4.521
O6 1.731 -2.580 -4.285
C31 2.015 -3.566 -5.295
C32 -2.011 2.439 -2.908
O7 -2.163 3.418 -2.221
O8 -2.730 2.174 -3.996
C33 -3.742 3.145 -4.324
H16 1.166 5.596 -2.970
H17 1.677 5.212 -1.300
H18 -0.026 5.610 -1.637
H19 -1.694 0.687 -5.685
H20 -0.776 -0.821 -5.808
H21 0.029 0.667 -5.234
H22 3.001 1.121 -2.000
H23 3.459 0.604 -0.363
H24 2.657 2.185 -0.605
H25 0.794 -4.709 -2.726
H26 -0.124 -3.609 -1.656
H27 0.731 -5.001 -0.974
H28 3.092 -3.560 -5.411
H29 1.520 -3.298 -6.227
H30 1.667 -4.545 -4.973
H31 -4.243 2.757 -5.204
H32 -3.279 4.106 -4.535
H33 -4.439 3.250 -3.496

Force components x, y, z for each atom (eV/Å):
Ir 0.003 -0.013 0.058
S -0.032 -0.022 0.028
C 0.003 0.011 -0.009
C 0.001 0.003 0.003
C -0.007 0.002 0.000
C 0.001 0.003 -0.003
C 0.005 -0.003 0.003
C -0.017 -0.017 -0.006
S -0.039 -0.044 0.019
C 0.012 0.047 0.000
C 0.018 -0.017 -0.003
C -0.031 0.030 -0.006
C 0.011 -0.039 -0.016
C 0.006 -0.022 0.045
C 0.024 0.020 0.030
C 0.062 -0.043 0.035
S -0.040 -0.028 -0.003
C 0.051 -0.007 0.045
C -0.031 -0.004 0.012
C 0.008 0.010 -0.017
C 0.024 -0.006 0.004
C -0.034 -0.008 0.013
C 0.036 0.032 -0.031
S -0.014 -0.024 -0.036
N -0.040 0.027 -0.063
H 0.006 0.002 -0.003
H 0.001 0.001 -0.001
H 0.000 0.000 -0.001
H 0.000 0.000 0.002
H 0.002 0.003 -0.005
H 0.005 -0.009 -0.012
H 0.001 0.002 0.000
H -0.001 -0.001 0.001
H 0.000 0.001 0.006
H 0.036 0.018 -0.084
H -0.018 0.038 -0.054
H -0.004 -0.002 -0.002
H 0.001 0.001 0.000
H 0.000 0.000 0.000
H 0.000 0.002 0.001
C -0.003 -0.008 0.000
O 0.052 -0.013 -0.002
C -0.057 0.059 0.016
O -0.029 -0.014 0.021
C 0.018 0.027 0.012
C -0.058 -0.017 -0.003
As 0.008 0.002 -0.012
C -0.002 0.005 0.000
C 0.008 -0.014 0.044
C -0.044 -0.043 0.037
As 0.032 0.030 -0.053
C 0.009 0.004 0.012
C 0.155 0.014 -0.114
O -0.056 0.015 0.053
O -0.029 -0.025 0.029
C 0.031 0.023 0.012
C 0.006 0.043 -0.042
O -0.007 -0.028 0.018
O -0.006 -0.016 0.012
C 0.000 0.007 0.001
C 0.070 0.030 -0.049
O -0.066 -0.019 0.037
O -0.018 -0.009 0.033
C 0.011 0.008 -0.012
H 0.001 -0.001 0.000
H -0.001 0.001 0.000
H 0.001 -0.001 0.002
H 0.001 0.000 0.001
H -0.003 0.005 0.002
H -0.001 0.003 -0.001
H -0.004 -0.016 0.004
H 0.003 0.012 -0.020
H 0.003 -0.009 0.008
H -0.008 -0.007 0.004
H -0.009 0.015 -0.002
H -0.008 -0.002 -0.004
H 0.000 0.000 0.001
H -0.002 0.000 0.000
H 0.001 -0.002 -0.002
H -0.002 -0.001 0.002
H -0.002 -0.001 0.003
H -0.003 -0.003 0.000

Its total energy is -8102.5248 Ha. The calculation puts the energy relative to the best compared isomer or geometry (same formula, charge and spin) at 4.8 kJ/mol. As for the HOMO energy: -9.90 eV. Its net charge is +1.